{"formula": "C4H6N2O", "method": "ωB97M-V with the def2-TZVPD basis set", "symbols": ["O", "N", "N", "C", "C", "C", "C", "H", "H", "H", "H", "H", "H"], "coordinates": [[0.427, -1.531, 0.077], [0.883, 1.770, 1.681], [1.791, 1.349, 1.030], [-1.285, -0.255, -0.607], [0.686, -1.029, -1.131], [-0.358, -0.387, -1.691], [-0.810, -1.051, 0.397], [0.396, 1.130, 2.485], [-1.093, -1.271, 1.373], [-2.332, -0.063, -0.819], [1.536, -1.409, -1.651], [-0.357, -0.019, -2.658], [0.515, 2.767, 1.514]], "e_tot_ha": -340.62062, "homo_energy_ha": -0.2937, "relative_energy_kj_mol": 457.6, "total_charge": 0}

---

{"formula": "C5H10O2", "method": "ωB97M-V with the def2-TZVPD basis set", "symbols": ["O", "O", "C", "C", "C", "C", "C", "H", "H", "H", "H", "H", "H", "H", "H", "H", "H"], "coordinates": [[-0.826, -0.944, -0.414], [1.756, 0.392, -0.435], [0.541, -0.512, 1.486], [-0.741, 1.123, -1.652], [0.670, 0.600, 0.445], [-0.242, -1.591, 0.715], [-0.673, 0.473, -0.277], [-1.467, 0.869, 0.377], [1.520, -0.848, 1.834], [-0.032, -0.156, 2.349], [-0.003, 1.923, -1.736], [-1.731, 1.535, -1.862], [-0.520, 0.380, -2.422], [1.541, -0.388, -0.966], [-1.021, -2.059, 1.330], [0.816, 1.590, 0.888], [0.413, -2.388, 0.341]], "e_tot_ha": -346.97690, "homo_energy_ha": -0.3556, "smiles": "C[C@H]1OCC[C@H]1O", "relative_energy_kj_mol": 127.4, "total_charge": 0}

---

{"formula": "C10H12O2Si", "method": "ωB97M-V with the def2-TZVPD basis set", "symbols": ["Si", "O", "O", "C", "C", "C", "C", "C", "C", "C", "C", "C", "C", "H", "H", "H", "H", "H", "H", "H", "H", "H", "H", "H", "H"], "coordinates": [[-0.288, -0.784, -0.646], [1.943, 0.644, -1.438], [-2.578, 0.638, 0.071], [-0.366, -2.492, 0.118], [2.302, -0.082, 0.669], [-2.130, 1.688, 2.043], [3.393, 0.616, 0.274], [-1.031, 0.882, 1.712], [-0.963, -0.790, -2.343], [-3.111, 1.348, 1.119], [3.192, 1.092, -0.945], [-1.308, 0.276, 0.515], [1.455, -0.076, -0.430], [-1.969, -0.492, -2.433], [0.239, -3.049, -0.615], [-2.164, 2.473, 2.724], [-1.457, -2.785, -0.018], [-4.099, 1.818, 1.087], [-0.003, -2.232, 1.101], [2.122, -0.614, 1.569], [-0.441, -0.046, -2.893], [4.236, 0.866, 0.876], [3.771, 1.852, -1.429], [-0.022, 1.016, 2.052], [-0.724, -1.768, -2.738]], "e_tot_ha": -828.15711, "homo_energy_ha": -0.3053, "smiles": "C[Si](C)(c1ccco1)c1ccco1", "relative_energy_kj_mol": 232.6, "total_charge": 0}

---

{"formula": "C16H17ClN2OS", "method": "ωB97M-V with the def2-TZVPD basis set", "symbols": ["Cl", "S", "O", "N", "N", "C", "C", "C", "C", "C", "C", "C", "C", "C", "C", "C", "C", "C", "C", "C", "C", "H", "H", "H", "H", "H", "H", "H", "H", "H", "H", "H", "H", "H", "H", "H", "H", "H"], "coordinates": [[7.025, 1.284, -1.168], [1.296, -2.753, -0.748], [-2.047, -0.520, -2.648], [-2.310, 0.694, -0.774], [0.225, -0.600, 0.131], [4.569, -1.344, 0.538], [-2.117, 0.977, 0.627], [5.675, -0.776, -0.069], [3.426, 0.759, 0.448], [-0.079, -2.125, -1.547], [-3.215, 0.292, 1.459], [5.646, 0.566, -0.413], [1.196, -1.402, 0.369], [4.523, 1.339, -0.160], [-1.688, -0.250, -1.509], [3.441, -0.583, 0.810], [-4.619, 1.391, -0.295], [2.215, -1.205, 1.435], [-4.507, 0.189, 0.639], [-3.493, 1.327, -1.334], [-0.521, -0.980, -0.944], [-2.176, 2.063, 0.750], [2.543, 1.350, 0.641], [-1.128, 0.648, 0.938], [2.469, -2.163, 1.889], [-3.235, 2.332, -1.687], [-4.491, -0.720, 0.035], [-0.500, -2.605, -2.406], [1.799, -0.539, 2.192], [-5.581, 1.392, -0.807], [-3.794, 0.729, -2.198], [-4.552, 2.310, 0.291], [-3.386, 0.872, 2.366], [4.588, -2.391, 0.802], [6.552, -1.368, -0.275], [-2.890, -0.706, 1.757], [-5.371, 0.135, 1.301], [4.511, 2.381, -0.437]], "e_tot_ha": -1663.05657, "homo_energy_ha": -0.3269, "smiles": "O=C(c1csc(Cc2ccc(Cl)cc2)n1)N1CCCCC1", "relative_energy_kj_mol": 19.6, "total_charge": 0}

---

{"formula": "ClH14O7", "method": "ωB97M-V with the def2-TZVPD basis set", "symbols": ["Cl", "O", "O", "O", "O", "O", "O", "O", "H", "H", "H", "H", "H", "H", "H", "H", "H", "H", "H", "H", "H", "H"], "coordinates": [[16.981, -15.967, 7.957], [17.754, -13.470, 5.923], [13.676, -17.174, 7.613], [15.641, -18.684, 6.507], [19.237, -17.644, 9.463], [19.299, -14.273, 8.909], [15.119, -14.512, 9.891], [17.357, -16.657, 4.978], [17.878, -17.423, 5.190], [18.648, -17.022, 9.108], [16.501, -18.567, 6.934], [14.498, -17.438, 7.261], [13.499, -16.388, 7.118], [15.617, -14.959, 9.242], [20.134, -17.494, 9.145], [18.653, -14.800, 8.445], [15.491, -14.819, 10.727], [19.145, -14.622, 9.795], [17.381, -12.676, 5.573], [17.193, -16.336, 5.895], [15.293, -19.439, 7.001], [17.164, -13.779, 6.631]], "e_tot_ha": -995.37626, "homo_energy_ha": -0.2341, "relative_energy_kj_mol": 93.9, "total_charge": -1}

---

{"formula": "C40H114F6NO23S21", "method": "ωB97M-V with the def2-TZVPD basis set", "symbols": ["S", "S", "S", "S", "S", "S", "S", "S", "S", "S", "S", "S", "S", "S", "S", "S", "S", "S", "S", "S", "S", "F", "F", "F", "F", "F", "F", "O", "O", "O", "O", "O", "O", "O", "O", "O", "O", "O", "O", "O", "O", "O", "O", "O", "O", "O", "O", "O", "O", "O", "N", "C", "C", "C", "C", "C", "C", "C", "C", "C", "C", "C", "C", "C", "C", "C", "C", "C", "C", "C", "C", "C", "C", "C", "C", "C", "C", "C", "C", "C", "C", "C", "C", "C", "C", "C", "C", "C", "C", "C", "C", "H", "H", "H", "H", "H", "H", "H", "H", "H", "H", "H", "H", "H", "H", "H", "H", "H", "H", "H", "H", "H", "H", "H", "H", "H", "H", "H", "H", "H", "H", "H", "H", "H", "H", "H", "H", "H", "H", "H", "H", "H", "H", "H", "H", "H", "H", "H", "H", "H", "H", "H", "H", "H", "H", "H", "H", "H", "H", "H", "H", "H", "H", "H", "H", "H", "H", "H", "H", "H", "H", "H", "H", "H", "H", "H", "H", "H", "H", "H", "H", "H", "H", "H", "H", "H", "H", "H", "H", "H", "H", "H", "H", "H", "H", "H", "H", "H", "H", "H", "H", "H", "H", "H", "H", "H", "H", "H", "H", "H", "H", "H", "H", "H", "H"], "coordinates": [[18.116, 22.183, 20.767], [19.467, 17.112, 16.144], [16.190, 12.641, 19.548], [12.539, 13.087, 22.041], [9.111, 18.172, 17.052], [14.028, 17.138, 15.561], [20.165, 12.568, 16.804], [11.593, 16.578, 25.288], [13.232, 17.633, 10.153], [10.544, 22.263, 20.508], [19.489, 15.385, 19.525], [15.058, 18.223, 17.904], [16.527, 18.101, 24.828], [9.264, 12.159, 17.476], [13.569, 24.223, 21.095], [17.343, 21.392, 14.002], [13.213, 20.639, 13.186], [9.508, 14.648, 12.900], [12.585, 10.865, 11.834], [17.591, 17.510, 10.422], [16.585, 10.497, 12.930], [15.077, 16.617, 20.003], [15.615, 15.233, 16.043], [14.292, 14.770, 14.365], [13.237, 17.780, 19.895], [13.452, 14.704, 16.394], [15.102, 18.734, 20.504], [9.706, 12.385, 18.891], [17.750, 18.700, 24.233], [14.748, 19.609, 17.818], [12.782, 11.636, 21.882], [13.123, 23.353, 22.212], [17.482, 11.934, 19.177], [9.069, 22.279, 20.469], [13.008, 16.667, 24.814], [13.979, 16.524, 9.387], [13.017, 9.932, 12.923], [16.359, 17.663, 17.784], [12.698, 17.417, 15.106], [15.911, 21.940, 14.070], [18.482, 18.168, 9.418], [21.108, 12.379, 15.685], [20.932, 15.476, 19.306], [19.128, 23.257, 20.795], [11.928, 20.017, 12.607], [10.189, 14.193, 11.636], [15.198, 17.543, 14.896], [19.139, 18.091, 15.045], [8.396, 17.357, 16.039], [15.699, 11.551, 13.500], [14.022, 17.352, 17.151], [12.877, 21.153, 14.796], [15.216, 19.248, 24.519], [10.595, 15.942, 23.935], [18.701, 17.001, 11.702], [12.506, 13.870, 20.472], [13.314, 22.240, 12.470], [7.983, 15.395, 12.453], [10.750, 12.197, 16.541], [18.898, 16.985, 20.095], [10.840, 10.878, 11.840], [16.222, 14.180, 18.718], [13.746, 17.386, 11.768], [20.431, 11.331, 17.963], [17.754, 21.863, 19.097], [16.084, 8.974, 13.681], [15.086, 25.145, 21.547], [14.544, 17.820, 19.651], [17.262, 20.047, 12.838], [12.790, 12.530, 12.256], [21.138, 16.595, 16.020], [10.356, 17.092, 17.721], [11.575, 17.142, 10.144], [18.685, 15.640, 15.751], [10.818, 18.135, 25.464], [14.319, 15.376, 15.563], [14.306, 23.034, 19.969], [11.123, 21.044, 21.690], [11.036, 21.273, 19.085], [13.994, 13.868, 22.695], [15.007, 11.941, 18.468], [8.810, 10.517, 17.031], [10.223, 16.168, 13.470], [16.055, 10.127, 11.313], [17.310, 15.924, 9.745], [10.109, 19.179, 16.076], [15.918, 16.857, 23.744], [19.269, 14.520, 21.048], [17.393, 20.398, 15.413], [18.598, 11.897, 16.339], [18.968, 20.665, 21.214], [13.668, 21.847, 15.092], [15.678, 20.022, 23.878], [18.782, 10.970, 15.794], [12.219, 14.939, 20.577], [14.369, 22.506, 12.591], [18.251, 14.620, 21.411], [15.088, 22.541, 20.538], [16.665, 9.323, 10.927], [16.941, 22.574, 18.978], [11.475, 16.105, 10.422], [11.908, 20.448, 21.271], [11.023, 17.764, 10.889], [21.288, 16.275, 14.979], [19.868, 20.551, 20.627], [13.473, 13.806, 19.988], [19.558, 11.329, 18.622], [14.932, 16.571, 24.151], [15.517, 12.002, 17.503], [7.476, 14.724, 11.776], [12.105, 21.384, 18.905], [18.938, 17.632, 19.238], [18.342, 19.867, 15.516], [17.990, 11.843, 17.227], [9.751, 17.928, 25.575], [10.596, 11.574, 11.002], [15.037, 9.785, 11.382], [13.935, 13.915, 23.781], [19.419, 17.375, 20.966], [12.607, 22.921, 12.929], [10.368, 14.913, 24.100], [16.720, 19.210, 13.258], [14.818, 10.904, 18.819], [10.940, 16.793, 16.862], [20.036, 14.941, 21.710], [20.561, 10.404, 17.422], [10.461, 9.896, 11.576], [18.648, 22.056, 18.508], [17.179, 21.014, 16.275], [10.215, 20.443, 21.745], [15.942, 17.294, 22.741], [18.128, 12.574, 15.608], [7.935, 10.225, 17.621], [10.744, 20.256, 19.311], [17.614, 15.884, 15.743], [10.961, 18.635, 24.477], [14.863, 13.297, 22.371], [16.613, 19.647, 15.344], [16.852, 8.225, 13.516], [14.728, 25.879, 22.257], [21.183, 15.777, 16.767], [17.804, 16.957, 20.272], [21.875, 17.344, 16.312], [16.714, 14.973, 19.230], [17.490, 20.829, 18.844], [14.599, 23.421, 19.000], [18.999, 15.272, 14.761], [19.447, 13.488, 20.750], [15.131, 8.591, 13.303], [10.491, 11.088, 12.849], [8.095, 16.388, 11.998], [11.254, 13.143, 16.694], [11.520, 21.542, 22.545], [13.502, 22.363, 19.820], [14.100, 12.533, 18.551], [9.458, 19.884, 15.553], [9.609, 9.811, 17.278], [18.983, 20.615, 22.303], [15.372, 25.642, 20.620], [7.476, 15.554, 13.402], [14.059, 14.897, 22.359], [8.600, 10.573, 15.942], [10.762, 19.744, 16.755], [13.005, 22.091, 11.451], [11.011, 17.621, 18.427], [11.189, 17.482, 9.178], [14.325, 18.749, 24.166], [21.324, 11.639, 18.533], [10.503, 21.656, 18.212], [14.641, 17.984, 11.858], [16.738, 15.277, 10.387], [19.291, 16.093, 11.549], [15.994, 9.219, 14.733], [16.713, 16.121, 8.842], [13.783, 16.348, 12.039], [18.339, 19.789, 20.950], [9.800, 16.370, 18.293], [18.265, 19.717, 12.623], [13.876, 12.691, 12.313], [18.302, 15.474, 9.526], [16.482, 15.918, 23.923], [11.637, 13.457, 19.972], [12.301, 13.129, 11.485], [15.911, 24.519, 21.907], [11.167, 18.762, 26.279], [18.963, 14.945, 16.564], [11.475, 11.422, 16.852], [18.162, 17.009, 12.632], [9.645, 16.584, 14.295], [11.252, 16.048, 13.825], [15.240, 14.610, 18.546], [16.757, 20.444, 11.959], [14.991, 19.802, 25.442], [12.905, 20.285, 15.480], [16.707, 13.973, 17.761], [13.018, 17.865, 12.416], [10.658, 18.517, 15.384], [11.910, 21.629, 14.771], [11.107, 16.093, 23.000], [19.450, 17.805, 11.717], [16.448, 10.984, 10.747], [12.420, 12.708, 13.271], [10.520, 12.005, 15.501], [9.707, 16.548, 23.845], [10.200, 16.875, 12.629]], "e_tot_ha": -12338.29973, "homo_energy_ha": -0.2457, "total_charge": -1}

---

{"formula": "C4H22NO5", "method": "ωB97M-V with the def2-TZVPD basis set", "symbols": ["O", "O", "O", "O", "O", "N", "C", "C", "C", "C", "H", "H", "H", "H", "H", "H", "H", "H", "H", "H", "H", "H", "H", "H", "H", "H", "H", "H", "H", "H", "H", "H"], "coordinates": [[0.731, 2.214, -1.634], [2.904, 0.987, -0.609], [0.356, -3.127, -2.111], [1.150, -0.942, -0.587], [1.308, -2.494, 1.449], [-0.867, 0.835, 0.062], [-0.787, 1.254, 1.560], [-3.022, -0.652, 0.010], [-1.551, -0.606, -0.258], [0.268, 2.480, 1.693], [1.100, 3.123, -1.846], [-3.301, -1.411, -0.746], [0.776, 2.710, 0.893], [0.092, -2.753, -3.000], [-3.647, 0.193, -0.256], [-0.353, 3.395, 1.992], [0.170, 0.685, -0.116], [-1.789, 1.720, 1.857], [-0.520, 0.413, 2.117], [-1.267, -0.778, -1.247], [1.072, -1.388, 0.380], [1.028, 2.383, 2.511], [1.937, -2.961, 0.882], [3.439, 1.071, -1.321], [-3.281, -0.867, 1.038], [-0.980, -1.321, 0.392], [1.592, 1.608, -1.434], [0.982, -1.583, -1.263], [2.509, 0.037, -0.636], [-0.381, -3.547, -1.748], [1.665, -2.318, 2.354], [-1.333, 1.637, -0.378]], "e_tot_ha": -596.26659, "homo_energy_ha": -0.5102, "relative_energy_kj_mol": 224.8, "total_charge": 1}

---

{"formula": "C5H9NO2", "method": "ωB97M-V with the def2-TZVPD basis set", "symbols": ["O", "O", "N", "C", "C", "C", "C", "C", "H", "H", "H", "H", "H", "H", "H", "H", "H"], "coordinates": [[0.484, -1.582, -0.028], [-1.934, -1.325, -0.211], [0.398, 1.482, -0.147], [-1.358, -0.057, 0.394], [1.131, 0.359, 0.363], [1.667, -0.869, -0.502], [-0.991, 1.065, -0.520], [0.012, -0.534, 0.819], [0.264, 2.276, 0.526], [1.991, 0.666, 0.870], [-1.696, 1.943, -0.418], [2.593, -1.348, -0.161], [-1.157, -1.649, -0.904], [1.540, -0.694, -1.507], [-2.019, 0.356, 1.156], [-0.050, -0.775, 1.874], [-0.876, 0.687, -1.603]], "e_tot_ha": -401.03799, "homo_energy_ha": -0.3320, "smiles": "O[C@@H]1CN[C@@H]2CO[C@H]12", "relative_energy_kj_mol": 364.3, "total_charge": 0}

---

| no. | frontier orbital gap (eV) |
| --- | --- |
| 1 | 8.8 |
| 2 | 10.7 |
| 3 | 9.2 |
| 4 | 9.4 |
| 5 | 9.8 |
| 6 | 8.0 |
| 7 | 11.1 |
| 8 | 9.9 |